--- w ---
Formula: C3H12NO2
Source: OMol25
Level of theory: wB97M-V/def2-TZVPD

```
18
Properties=species:S:1:pos:R:3:nbo_charge:R:1
O -1.816 0.866 1.075 -0.734
C -1.584 1.069 -0.295 -0.084
C -0.111 0.873 -0.508 -0.243
N 0.295 -0.484 -0.093 -0.503
C 0.125 -1.485 -1.197 -0.425
H -2.726 1.058 1.322 0.502
H -2.200 0.449 -0.921 0.178
H -1.773 2.096 -0.627 0.200
H 0.403 1.572 0.147 0.242
H 0.125 1.043 -1.552 0.235
H -0.157 -0.841 0.743 0.450
H 1.288 -0.584 0.149 0.468
H -0.905 -1.512 -1.538 0.231
H 0.407 -2.468 -0.815 0.235
H 0.804 -1.234 -2.006 0.231
H 2.662 0.562 2.325 0.502
H 2.823 -0.862 2.078 0.490
O 2.341 -0.118 1.713 -0.977
```

Its total charge is +1. As for the lowest unoccupied orbital energy: -2.955 eV.


--- x ---
Formula: C3H12NO2
Source: OMol25
Level of theory: wB97M-V/def2-TZVPD

```
18
Properties=species:S:1:pos:R:3:nbo_charge:R:1
C 0.136 0.246 -1.899 -0.637
C 1.359 0.140 -0.956 -0.241
C 1.045 -0.834 1.308 0.089
N 0.962 0.118 0.445 -0.423
H -0.058 1.253 -2.375 0.241
H -0.790 -0.005 -1.332 0.213
H 0.324 -0.464 -2.801 0.257
H 1.993 1.014 -1.031 0.238
H 1.876 -0.823 -1.097 0.220
H 0.364 -0.810 2.216 0.246
H 1.775 -1.639 1.162 0.210
H 0.173 0.919 0.809 0.471
H -2.539 -1.576 0.659 0.489
H -1.460 -2.450 1.422 0.484
O -1.898 -1.571 1.402 -0.966
H -0.779 2.888 0.545 0.520
H -1.676 1.588 0.602 0.514
O -0.809 2.005 0.921 -0.922
```

Its total charge is +1. As for the lowest unoccupied orbital energy: -4.143 eV.


Which one sits at the top of the stability order? w does.